# 1
{"formula": "C31H31N5O2PRhSSeSi", "method": "ωB97M-V/def2-TZVPD", "elements": ["Rh", "N", "C", "C", "C", "C", "C", "C", "S", "O", "O", "N", "C", "N", "C", "C", "C", "N", "H", "H", "H", "H", "H", "H", "H", "H", "H", "Se", "C", "N", "C", "C", "C", "C", "C", "C", "Si", "C", "C", "C", "C", "C", "C", "H", "H", "H", "H", "H", "H", "H", "H", "H", "H", "H", "C", "P", "C", "C", "C", "C", "C", "C", "C", "H", "H", "H", "H", "H", "H", "H", "H", "H", "H", "H"], "positions_angstrom": [[-0.41865, 0.08692, -1.10880], [3.87696, -1.81536, 5.94143], [3.18560, -1.17789, 4.93676], [3.29758, 0.20707, 4.76535], [2.56962, 0.85243, 3.78803], [1.71470, 0.11909, 2.97780], [1.59092, -1.25765, 3.12814], [2.32311, -1.90090, 4.10195], [0.80289, 0.95187, 1.74842], [-0.63595, 0.51672, 1.97392], [0.96746, 2.36149, 1.88620], [1.12720, 0.32809, 0.32028], [2.40698, -0.04336, -0.02656], [3.45646, 0.46931, 0.61584], [4.65068, 0.04258, 0.22226], [4.81978, -0.85631, -0.81718], [3.65965, -1.31818, -1.41727], [2.45075, -0.93278, -1.02980], [4.66421, -1.33625, 6.34243], [3.98198, -2.81262, 5.87373], [3.95937, 0.77406, 5.40837], [2.65923, 1.91961, 3.64071], [0.92116, -1.82687, 2.49559], [2.22067, -2.97143, 4.23083], [5.50294, 0.46319, 0.74497], [5.79739, -1.17944, -1.14109], [3.69727, -2.02424, -2.24038], [-4.42539, -1.04245, -3.76679], [-1.97457, -0.38184, -2.19189], [-2.89946, -0.64864, -2.83274], [-1.08518, -4.73786, 2.49436], [-1.90164, -3.82444, 3.15050], [-2.08803, -2.55680, 2.62005], [-1.45584, -2.17663, 1.43340], [-0.64544, -3.11005, 0.78482], [-0.46030, -4.38371, 1.30717], [-1.59732, -0.42995, 0.77794], [-3.30523, 0.22996, 1.09518], [-4.35329, -0.26953, 0.31512], [-5.64197, 0.21906, 0.46327], [-5.90387, 1.20924, 1.40046], [-4.87560, 1.71229, 2.18437], [-3.58293, 1.22984, 2.02892], [-0.94502, -5.72994, 2.90511], [-2.39746, -4.10515, 4.07112], [-2.73607, -1.85324, 3.13184], [-0.14608, -2.83782, -0.14029], [0.16515, -5.09819, 0.78701], [-1.13563, 1.36733, -0.79344], [-4.17270, -1.03209, -0.43557], [-6.43319, -0.16647, -0.16629], [-6.90935, 1.59447, 1.51436], [-5.07810, 2.48739, 2.91295], [-2.78543, 1.63982, 2.63680], [2.23098, 2.09269, -2.63293], [0.72859, 1.11654, -2.99185], [1.30552, -0.08740, -4.23643], [-0.26118, 2.27433, -3.99617], [-1.59181, 2.53025, -3.68398], [-2.34695, 3.39229, -4.46952], [-1.77671, 4.00899, -5.56989], [-0.44754, 3.76103, -5.89153], [0.30171, 2.89745, -5.11199], [1.98430, 2.87132, -1.91069], [2.62888, 2.55691, -3.53544], [2.99793, 1.44896, -2.20015], [1.83186, 0.39115, -5.06253], [0.43810, -0.62044, -4.62699], [1.96595, -0.80604, -3.75081], [-2.05320, 2.04033, -2.83737], [-3.38552, 3.56594, -4.22168], [-2.36647, 4.67628, -6.18496], [0.00087, 4.23646, -6.75441], [1.33465, 2.70917, -5.38033]], "e_tot_ev": -140553.4778, "de_lowest_kj_mol": 30.9, "lumo_ev": -0.046}

***

# 2
{"formula": "C31H31N8O3S2W", "method": "ωB97M-V/def2-TZVPD", "elements": ["W", "C", "C", "N", "C", "S", "N", "N", "C", "C", "C", "C", "C", "C", "C", "N", "H", "H", "H", "H", "H", "H", "H", "H", "H", "H", "H", "H", "H", "C", "C", "C", "C", "C", "C", "C", "S", "O", "O", "N", "C", "C", "C", "C", "C", "N", "H", "H", "H", "H", "H", "H", "H", "H", "H", "H", "H", "O", "C", "C", "C", "C", "C", "C", "C", "N", "C", "C", "N", "H", "H", "H", "H", "H", "H", "H"], "positions_angstrom": [[0.27678, -0.27760, -0.16416], [-2.86694, -5.13078, 1.23417], [-3.17649, -3.99729, 2.19806], [-2.02447, -3.13692, 2.43971], [-1.61975, -2.18251, 1.58596], [-0.31884, -1.15046, 2.08697], [-2.25944, -2.07215, 0.44552], [-1.74124, -1.05335, -0.31569], [-2.50382, -0.54202, -1.21761], [-3.92584, -0.93160, -1.43367], [-1.93186, 0.56717, -2.03324], [-2.69046, 1.23284, -2.97796], [-2.11730, 2.29310, -3.67348], [-0.81966, 2.66010, -3.38736], [-0.12331, 1.95335, -2.41591], [-0.65680, 0.92201, -1.77024], [-3.76538, -5.71879, 1.04267], [-2.10538, -5.79437, 1.64621], [-2.50361, -4.73425, 0.28649], [-3.48599, -4.38589, 3.16815], [-3.99031, -3.37905, 1.81647], [-1.56071, -3.17361, 3.33023], [-4.10904, -1.16181, -2.48412], [-4.57587, -0.09780, -1.15774], [-4.17739, -1.79484, -0.82776], [-3.71115, 0.94073, -3.16691], [-2.69195, 2.82426, -4.42016], [-0.33356, 3.48442, -3.88836], [0.88307, 2.23444, -2.14711], [-0.81273, 3.72009, 6.95265], [-0.57120, 3.35014, 5.51688], [-1.22300, 4.02089, 4.48465], [-0.99955, 3.68448, 3.16121], [-0.11363, 2.65389, 2.87086], [0.54752, 1.96482, 3.87767], [0.31434, 2.32458, 5.19355], [0.11587, 2.25725, 1.18830], [0.29738, 3.46688, 0.43854], [-1.01727, 1.38962, 0.76339], [1.34187, 1.22787, 1.10105], [2.33918, 1.47461, 0.15151], [3.41821, 2.34098, 0.18770], [4.30432, 2.28156, -0.87483], [4.11348, 1.36323, -1.90757], [3.01347, 0.53018, -1.86859], [2.14190, 0.62666, -0.86167], [-1.44753, 4.60027, 7.03466], [0.12876, 3.93039, 7.46118], [-1.29773, 2.90239, 7.48784], [-1.90743, 4.82560, 4.72129], [-1.49545, 4.22448, 2.36562], [1.23168, 1.16513, 3.63304], [0.83110, 1.79880, 5.98725], [3.54497, 3.02386, 1.01531], [5.15915, 2.94437, -0.89724], [4.81053, 1.29630, -2.72998], [2.79255, -0.20752, -2.62904], [0.52762, -1.41996, -1.79851], [0.24342, -2.73637, -1.74245], [-0.72838, -3.27535, -2.58095], [-1.01175, -4.62947, -2.53563], [-0.33888, -5.47183, -1.65496], [0.62689, -4.94310, -0.81878], [0.92717, -3.58329, -0.86274], [1.92222, -2.97467, 0.00245], [1.88597, -1.72390, 0.41943], [2.99155, -1.52553, 1.21833], [3.71117, -2.67335, 1.26761], [3.01287, -3.58724, 0.50985], [-1.24146, -2.61801, -3.27166], [-1.76985, -5.03503, -3.19316], [-0.57600, -6.52575, -1.61729], [1.13347, -5.58261, -0.10494], [3.17781, -0.59133, 1.71835], [4.62439, -2.92558, 1.77483], [3.28746, -4.53299, 0.30774]], "e_tot_ev": -74207.6237, "de_lowest_kj_mol": 0.0, "lumo_ev": [-3.021, -3.021], "charge": 1}

***

# 3
{"formula": "C31H32As2ClIN2O4W", "method": "ωB97M-V/def2-TZVPD", "elements": ["W", "C", "C", "N", "C", "C", "C", "O", "C", "C", "N", "C", "C", "C", "C", "C", "C", "I", "C", "O", "H", "H", "H", "H", "H", "H", "H", "H", "H", "H", "H", "H", "C", "As", "C", "C", "C", "C", "C", "C", "C", "As", "C", "C", "H", "H", "H", "H", "H", "H", "H", "H", "H", "H", "H", "H", "H", "H", "H", "H", "Cl", "C", "C", "C", "C", "C", "C", "C", "O", "O", "H", "H", "H", "H"], "positions_angstrom": [[0.02764, -0.63612, 0.80458], [-2.18950, 1.55922, -2.93883], [-0.84945, 0.93265, -3.16256], [-0.29378, 1.12142, -4.34959], [0.85985, 0.53531, -4.68505], [1.49323, -0.38268, -3.87776], [2.71970, -1.14139, -4.31392], [3.76896, -0.99006, -3.36554], [0.92107, -0.61726, -2.61511], [1.32000, -1.72611, -1.81678], [0.70816, -1.95176, -0.70721], [-0.07231, -3.03708, -0.27661], [-0.12962, -4.31222, -0.80384], [-0.94064, -5.23034, -0.14982], [-1.67114, -4.86177, 0.97970], [-1.61752, -3.56401, 1.46421], [-0.83201, -2.61982, 0.82155], [-0.03944, -0.29116, 3.55217], [-0.20184, 0.12049, -2.20673], [-0.68091, 0.05120, -0.94881], [-2.10165, 2.64113, -2.83808], [-2.68272, 1.16454, -2.05803], [-2.80595, 1.36377, -3.81552], [1.25248, 0.78033, -5.66520], [3.01121, -0.83064, -5.31661], [2.48604, -2.20746, -4.36249], [4.42436, -0.36719, -3.69514], [2.12651, -2.38576, -2.14105], [0.46679, -4.59264, -1.66325], [-0.98855, -6.24952, -0.50986], [-2.29695, -5.59084, 1.47625], [-2.20061, -3.29617, 2.33842], [-3.53658, -0.21910, 2.72215], [-2.53649, -0.17942, 1.07453], [-3.67052, -1.27602, -0.03891], [-2.96218, 1.61583, 0.47270], [-4.27461, 1.96828, 0.18499], [-4.55404, 3.23676, -0.30256], [-3.52749, 4.15376, -0.48826], [-2.22085, 3.81262, -0.17250], [-1.93993, 2.54080, 0.30649], [-0.18164, 2.04415, 0.91799], [-0.25129, 3.08226, 2.54924], [1.01983, 3.11532, -0.14568], [-4.55567, 0.07813, 2.48689], [-3.10126, 0.46896, 3.44125], [-3.52683, -1.22238, 3.14436], [-4.67943, -0.87487, -0.02408], [-3.67285, -2.28162, 0.37222], [-3.29151, -1.30904, -1.05815], [-5.07903, 1.25841, 0.32795], [-5.57378, 3.51215, -0.53586], [-3.74951, 5.14011, -0.87380], [-1.43090, 4.54146, -0.30416], [-1.01323, 2.68346, 3.21210], [-0.50453, 4.10040, 2.26129], [0.70726, 3.06704, 3.06565], [0.85822, 4.15725, 0.11439], [0.84218, 2.94691, -1.20609], [2.04541, 2.84184, 0.09059], [7.38869, 0.00899, 4.37362], [5.96715, -0.22998, 3.45861], [5.57258, 0.74663, 2.54457], [4.40812, 0.57397, 1.83382], [3.63771, -0.57934, 2.03021], [4.05220, -1.56450, 2.93609], [5.21644, -1.38869, 3.65021], [2.39224, -0.74301, 1.35064], [1.85987, 0.15313, 0.55223], [1.60531, -1.73196, 1.55471], [6.18337, 1.62813, 2.40874], [4.08464, 1.32219, 1.12255], [3.45401, -2.45489, 3.07448], [5.54746, -2.13219, 4.36134]], "e_tot_ev": -187948.7246, "de_lowest_kj_mol": 173.5, "lumo_ev": -7.838, "charge": 2}